[1]
DFT (the ωB97M-V functional and the def2-TZVPD basis) results for C43H35Cl3N6O3V as an isolated structure in a non-equilibrium geometry.

```
91
C43H35Cl3N6O3V the ωB97M-V functional and the def2-TZVPD basis
V 0.4394 -0.0682 -0.3887
C 4.6201 -1.2815 -0.3541
C 3.1487 -1.3239 -0.6375
N 2.4225 -0.2490 -0.5877
N 3.0727 0.9354 -0.4863
C 2.2745 1.9464 -0.8079
O 1.0876 1.7844 -1.2118
C 2.8638 3.3003 -0.6626
C 2.0198 4.3717 -0.3878
C 2.5450 5.6403 -0.1997
C 3.9142 5.8468 -0.2931
C 4.7577 4.7814 -0.5795
C 4.2365 3.5105 -0.7575
C 2.5164 -2.5764 -1.0422
C 3.0876 -3.8164 -0.7460
C 2.4604 -4.9689 -1.1788
C 1.2963 -4.8556 -1.9241
C 0.8227 -3.5837 -2.2071
N 1.4049 -2.4718 -1.7832
H 4.9845 -0.2764 -0.5443
H 5.1684 -1.9929 -0.9685
H 4.8060 -1.5076 0.6997
H 0.9542 4.1921 -0.3039
H 1.8888 6.4736 0.0185
H 4.3237 6.8361 -0.1332
H 5.8245 4.9434 -0.6655
H 4.8831 2.6712 -0.9722
H 3.9906 -3.8724 -0.1544
H 2.8792 -5.9396 -0.9477
H 0.7725 -5.7270 -2.2914
H -0.0736 -3.4645 -2.8080
C -1.5593 5.4357 2.0473
O -1.9992 4.8977 0.8224
C -2.8426 3.8136 0.8385
C -3.6614 3.4524 1.8926
C -4.5699 2.4102 1.7402
C -4.6588 1.7385 0.5308
C -3.8332 2.0896 -0.5246
C -2.9011 3.1131 -0.3767
N -2.1007 3.5874 -1.4025
C -1.7753 3.0608 -2.6275
C -1.5669 1.7453 -3.1010
C -1.5524 1.6154 -4.5166
C -1.2917 0.4380 -5.1710
C -1.0315 -0.7130 -4.4347
C -1.0128 -0.6397 -3.0562
C -1.2532 0.5494 -2.3483
O -1.1531 0.5113 -1.0257
H -2.3846 5.7201 2.7034
H -0.9827 6.3249 1.8016
H -0.9207 4.7241 2.5664
H -3.6208 3.9850 2.8334
H -5.2214 2.1460 2.5628
H -5.3783 0.9390 0.4072
H -3.9005 1.5791 -1.4760
H -1.7764 4.5246 -1.2336
H -1.6253 3.8347 -3.3714
H -1.7765 2.5061 -5.0933
H -1.2914 0.4031 -6.2528
H -0.8509 -1.6574 -4.9331
H -0.8299 -1.5205 -2.4534
Cl 2.9254 0.2014 3.4820
C 1.2594 0.9094 3.5960
Cl 1.3754 2.3526 4.6064
Cl 0.1800 -0.2716 4.4004
C 0.7619 1.1381 2.2587
N 0.5715 0.7296 1.1813
N 0.0082 -1.5175 0.4402
C -0.5391 -2.4949 1.0392
C -1.8749 -2.9612 0.5690
C -2.8219 -2.0166 0.1727
C -4.0369 -2.4271 -0.3497
C -4.3221 -3.7789 -0.4848
C -3.3777 -4.7221 -0.1032
C -2.1606 -4.3183 0.4235
C 0.1264 -3.2089 2.1568
C -0.6123 -3.8771 3.1344
C 0.0311 -4.4853 4.2014
C 1.4143 -4.4445 4.3018
C 2.1556 -3.7768 3.3374
C 1.5149 -3.1583 2.2792
H -2.5931 -0.9643 0.2761
H -4.7601 -1.6843 -0.6633
H -5.2756 -4.0994 -0.8844
H -3.5870 -5.7779 -0.2218
H -1.4164 -5.0568 0.6964
H -1.6924 -3.8946 3.0762
H -0.5477 -4.9947 4.9613
H 1.9128 -4.9308 5.1306
H 3.2345 -3.7259 3.4146
H 2.0760 -2.6157 1.5299
```

Calculated values
Total charge: 0
Multiplicity: 4
Orbital gap (alpha / beta), eV: 4.9 / 6.5
Energy relative to the best compared isomer or geometry (same formula, charge and spin), kcal/mol: 60.1
DFT total energy, a.u.: -4538.36596
Lowest unoccupied orbital energy (alpha / beta), eV: -0.426 / -0.868
HOMO level (alpha / beta), eV: -5.28 / -7.39

[2]
DFT (the ωB97M-V functional and the def2-TZVPD basis) results for a 2-piece molecular cluster, C5H10O overall.

```
16
C5H10O the ωB97M-V functional and the def2-TZVPD basis
C -0.3906 1.1789 -1.2028
C -0.1060 -0.0862 -0.4496
C -1.2995 -0.8985 -0.0498
C 1.2095 -0.4610 -0.2358
C 1.4383 -0.9354 1.2138
O 1.3908 -1.8362 0.1874
H 0.4879 1.8265 -1.2761
H -1.2056 1.7463 -0.7388
H -0.7161 0.9275 -2.2226
H 0.3904 1.5838 1.6375
H -1.9698 -0.3165 0.5965
H -1.0218 -1.8248 0.4554
H -1.8778 -1.1544 -0.9487
H 2.0458 0.0330 -0.7200
H 1.0461 1.2999 1.8534
H 0.5786 -1.0830 1.8999
```

Calculated values
Total charge: 0
Orbital gap (alpha / beta), eV: 8.4 / 7.5
Energy relative to the best compared isomer or geometry (same formula, charge and spin), kcal/mol: 128.5
DFT total energy, a.u.: -271.54788
Lowest unoccupied orbital energy (alpha / beta), eV: 0.302 / 0.138
HOMO level (alpha / beta), eV: -8.10 / -7.40

[3]
DFT (the ωB97M-V functional and the def2-TZVPD basis) results for a 19-piece molecular cluster, C36H119N9O19 overall in a non-equilibrium geometry.

```
183
C36H119N9O19 the ωB97M-V functional and the def2-TZVPD basis
C 1.5049 5.1862 2.4906
C 2.7408 5.5575 3.3417
C 3.6252 4.3358 3.5139
O 4.8092 4.5954 4.1919
C 5.7967 3.6171 4.2139
N 3.4121 6.6072 2.4817
H 0.8134 4.5981 3.0941
H 1.8427 4.7636 1.5444
H 0.9512 6.0955 2.2568
H 2.4736 5.9226 4.3334
H 3.8689 3.9605 2.5200
H 3.0407 3.5861 4.0471
H 6.0547 3.3230 3.1966
H 5.3771 2.7329 4.6938
H 6.7009 3.9265 4.7382
H 3.6204 6.2504 1.5601
H 4.3166 6.7989 2.8883
C -5.7214 4.9581 -1.7485
C -4.4796 5.1486 -0.8802
C -3.2502 4.5053 -1.5761
O -2.1262 4.4552 -0.6861
C -1.1487 3.5300 -1.1673
N -4.2949 6.5931 -0.6310
H -6.6558 5.3179 -1.3176
H -5.7892 3.8994 -1.9987
H -5.5683 5.4864 -2.6895
H -4.5180 4.6423 0.0843
H -2.8795 5.0872 -2.4199
H -3.4206 3.5100 -1.9867
H -1.6231 2.5513 -1.2404
H -0.3140 3.4443 -0.4715
H -0.5524 3.7932 -2.0410
H -4.0381 6.9841 -1.5260
H -3.4647 6.7048 -0.0668
C -4.0181 -1.5566 1.5288
C -4.3761 -2.8156 2.3179
C -5.4218 -3.7932 1.6585
O -5.5565 -4.9963 2.3899
C -6.0265 -6.1007 1.5633
N -3.0630 -3.5451 2.5074
H -3.1894 -0.9839 1.9451
H -4.8700 -0.8897 1.3963
H -3.7559 -1.9048 0.5297
H -4.7063 -2.4554 3.2923
H -4.9368 -4.0832 0.7265
H -6.3569 -3.2622 1.4806
H -5.4189 -6.3022 0.6810
H -7.0731 -5.9116 1.3249
H -5.9979 -7.0376 2.1195
H -3.4325 -4.4675 2.6884
H -2.6108 -3.1767 3.3320
C -2.6585 -3.5598 -4.3030
C -3.1466 -3.3717 -2.8995
C -3.5646 -4.6746 -2.2865
O -4.7352 -5.2364 -2.8752
C -5.9290 -4.4325 -2.7886
N -1.9259 -2.7147 -2.2917
H -1.8707 -4.3052 -4.4119
H -2.2099 -2.6041 -4.5739
H -3.3698 -3.7044 -5.1162
H -3.9916 -2.7067 -3.0783
H -3.7563 -4.4874 -1.2299
H -2.7462 -5.3944 -2.2999
H -6.6451 -5.1433 -3.2010
H -5.8214 -3.5939 -3.4765
H -6.2801 -4.2746 -1.7688
H -2.1212 -2.6746 -1.3016
H -1.2549 -3.4668 -2.2273
C 1.5389 1.0627 7.1066
C 1.3452 1.9241 5.8061
C 0.3048 1.2927 4.9745
O 0.7233 0.0185 4.5694
C -0.3545 -0.7479 4.0797
N 0.9033 3.2340 6.3264
H 2.2196 1.5596 7.7979
H 2.1266 0.1529 6.9840
H 0.6168 0.8191 7.6343
H 2.2149 1.9440 5.1493
H 0.3056 1.9371 4.0954
H -0.5993 1.3014 5.5834
H -1.2393 -0.7605 4.7161
H -0.0214 -1.7606 3.8524
H -0.7593 -0.3142 3.1653
H 1.6272 3.6860 6.8665
H 0.0784 3.2355 6.9093
C 4.1069 -0.1628 3.8894
C 3.5226 0.6206 2.7079
C 4.5204 0.8975 1.5445
O 4.9871 -0.3679 0.9747
C 5.7468 -0.3171 -0.2218
N 2.3816 -0.0340 2.1488
H 4.1662 -1.2368 3.7135
H 3.4452 0.0500 4.7290
H 5.0856 0.2949 4.0337
H 3.1299 1.5780 3.0505
H 5.2951 1.5366 1.9683
H 4.0563 1.4332 0.7164
H 5.3286 0.3551 -0.9711
H 5.9297 -1.2830 -0.6926
H 6.6674 0.1943 0.0594
H 1.8005 -0.1751 2.9627
H 2.6079 -0.9473 1.7817
C 2.4747 -3.4911 1.0590
C 2.7269 -4.3147 2.3757
C 1.5298 -5.2934 2.6718
O 0.4279 -4.5535 3.1261
C -0.6620 -5.3434 3.6585
N 3.9732 -5.0815 2.2416
H 3.3868 -2.9079 0.9322
H 1.6379 -2.8520 1.3409
H 2.1097 -4.2018 0.3176
H 2.8384 -3.7062 3.2731
H 1.8051 -6.0544 3.4020
H 1.2304 -5.9208 1.8323
H -0.2879 -5.9397 4.4907
H -1.1645 -6.0516 2.9997
H -1.4653 -4.7586 4.1065
H 4.2297 -5.4504 3.1462
H 4.6373 -4.3391 2.0746
C 2.7441 -2.0093 -2.0346
C 2.5216 -1.5164 -3.5135
C 1.8642 -2.5619 -4.3898
O 2.4521 -3.8713 -4.2434
C 2.3302 -4.5833 -5.4536
N 1.9121 -0.1657 -3.5180
H 3.3326 -2.9238 -2.1090
H 1.8143 -2.1624 -1.4868
H 3.3536 -1.2736 -1.5099
H 3.5471 -1.4472 -3.8764
H 1.7860 -2.2074 -5.4176
H 0.8142 -2.6965 -4.1303
H 2.6854 -5.6138 -5.4448
H 3.0270 -4.1539 -6.1735
H 1.3239 -4.5519 -5.8712
H 2.3891 0.3677 -2.8052
H 2.1227 0.2528 -4.4128
C 0.7241 2.5740 -5.1280
C 0.8983 1.5362 -6.2295
C 0.1673 2.0152 -7.5049
O 0.2710 1.3032 -8.7635
C 1.4183 1.5896 -9.4597
N 2.3443 1.2325 -6.2648
H -0.3224 2.8435 -4.9854
H 1.3409 3.4147 -5.4454
H 1.1016 2.1808 -4.1840
H 0.4106 0.6259 -5.8808
H 0.4087 3.0638 -7.6789
H -0.9055 2.0562 -7.3164
H 1.5744 2.6437 -9.6887
H 1.3651 1.1492 -10.4553
H 2.3394 1.2614 -8.9779
H 2.4590 0.2652 -6.5317
H 2.6886 1.7455 -7.0638
O -0.8998 -0.1935 -3.3579
H -1.0399 -1.0377 -2.9291
H 0.0509 -0.0822 -3.3640
O -3.4322 1.4725 0.1306
H -3.9304 1.6107 -0.6750
H -2.6708 0.9610 -0.1429
O 3.9791 3.0550 -3.9064
H 3.3917 3.0331 -3.1510
H 3.6105 2.4154 -4.5157
O -4.2858 2.2977 2.4814
H -5.2238 2.1220 2.4077
H -3.9161 1.9765 1.6590
O -1.2764 -0.1535 -0.2935
H -1.5171 -0.2953 -1.2090
H -1.0850 -1.0290 0.0427
O -2.5705 4.4185 1.9556
H -3.2145 3.8257 2.3430
H -2.5580 4.1857 1.0272
O -3.0496 0.9295 4.4269
H -2.8363 1.7798 4.8112
H -3.4195 1.1396 3.5694
O 2.3600 3.2437 -1.3183
H 2.7807 3.7455 -0.6201
H 1.7663 2.6480 -0.8613
O -1.1299 -2.6991 0.7644
H -1.7353 -3.0798 1.4006
H -0.5396 -3.4170 0.5355
O 0.9711 1.3537 0.3109
H 1.5254 0.7841 0.8444
H 0.0871 1.0055 0.4270
```

Calculated values
Total charge: 0
Orbital gap, eV: 9.2
Energy relative to the best compared isomer or geometry (same formula, charge and spin), kcal/mol: 0.0
DFT total energy, a.u.: -3365.14741
Lowest unoccupied orbital energy, eV: 0.214
HOMO level, eV: -8.96

[4]
DFT (the ωB97M-V functional and the def2-TZVPD basis) results for the molecule CH3N5O in a non-equilibrium geometry.

```
10
CH3N5O the ωB97M-V functional and the def2-TZVPD basis
C 0.3209 -0.2505 -0.0158
H 3.1320 -0.3865 0.3664
H -2.6442 -0.4560 0.7297
H -0.9137 -1.6998 -0.7488
N 1.5091 -0.5429 -0.0874
N -0.3561 1.1082 -0.0901
N -1.5619 0.9617 -0.0391
N -1.9296 -0.3017 0.0619
N -0.7513 -1.1051 0.0374
O 2.5161 0.4004 0.0711
```

Calculated values
Total charge: 0
Orbital gap, eV: 9.7
Energy relative to the best compared isomer or geometry (same formula, charge and spin), kcal/mol: 71.6
DFT total energy, a.u.: -388.75555
Lowest unoccupied orbital energy, eV: 0.693
HOMO level, eV: -8.96